Formula: C60H164N12O22
Source: OMol25
Level of theory: ωB97M-V with the def2-TZVPD basis set

Bonds (Å) are listed after each position.
Cartesian coordinates (Å):
1 C -5.827 15.757 32.495  C2 1.530, H7 1.090, H8 1.090, H9 1.090
2 C -5.563 17.047 33.274  C1 1.530, C3 1.516, N6 1.444, H10 1.090
3 C -4.365 17.868 32.841  C2 1.516, O4 1.410, H11 1.090, H12 1.090
4 O -3.146 17.211 33.106  C3 1.410, C5 1.419
5 C -1.976 17.756 32.515  O4 1.419, H13 1.090, H14 1.090, H15 1.090
6 N -6.747 17.872 33.222  C2 1.444, H16 1.010, H17 1.010
7 H -5.224 14.896 32.780  C1 1.090
8 H -5.669 15.804 31.417  C1 1.090
9 H -6.881 15.492 32.574  C1 1.090
10 H -5.400 16.728 34.304  C2 1.090
11 H -4.397 18.820 33.371  C3 1.090
12 H -4.492 18.177 31.803  C3 1.090
13 H -1.612 18.750 32.772  C5 1.090
14 H -1.897 17.701 31.429  C5 1.090
15 H -1.152 17.152 32.896  C5 1.090
16 H -7.492 17.216 33.405  N6 1.010
17 H -6.914 18.164 32.270  N6 1.010
18 C -18.158 13.622 28.996  C19 1.538, H24 1.090, H25 1.090, H26 1.090
19 C -16.703 13.183 28.762  C18 1.538, C20 1.555, N23 1.441, H27 1.090
20 C -15.869 14.184 27.913  C19 1.555, O21 1.451, H28 1.090, H29 1.090
21 O -14.503 13.705 27.807  C20 1.451, C22 1.409
22 C -13.746 14.672 27.117  O21 1.409, H30 1.090, H31 1.090, H32 1.090
23 N -15.995 13.132 30.016  C19 1.441, H33 1.010, H34 1.010
24 H -18.316 14.583 29.486  C18 1.090
25 H -18.720 12.919 29.610  C18 1.090
26 H -18.622 13.742 28.017  C18 1.090
27 H -16.661 12.163 28.380  C19 1.090
28 H -15.902 15.163 28.392  C20 1.090
29 H -16.325 14.258 26.926  C20 1.090
30 H -12.818 14.228 26.756  C22 1.090
31 H -13.642 15.556 27.746  C22 1.090
32 H -14.318 15.012 26.254  C22 1.090
33 H -16.209 13.917 30.615  N23 1.010
34 H -15.080 13.422 29.701  N23 1.010
35 C -5.373 17.151 25.436  C36 1.576, H41 1.090, H42 1.090, H43 1.090
36 C -6.673 17.595 24.662  C35 1.576, C37 1.598, N40 1.425, H44 1.090
37 C -7.197 16.587 23.538  C36 1.598, O38 1.458, H45 1.090, H46 1.090
38 O -6.635 16.890 22.227  C37 1.458, C39 1.445
39 C -7.301 18.028 21.636  O38 1.445, H47 1.090, H48 1.090, H49 1.090
40 N -7.788 17.663 25.546  C36 1.425, H50 1.010, H51 1.010
41 H -5.320 17.695 26.379  C35 1.090
42 H -4.413 17.196 24.922  C35 1.090
43 H -5.412 16.122 25.794  C35 1.090
44 H -6.606 18.579 24.198  C36 1.090
45 H -8.268 16.387 23.538  C37 1.090
46 H -6.801 15.584 23.701  C37 1.090
47 H -7.202 18.933 22.235  C39 1.090
48 H -8.358 17.831 21.457  C39 1.090
49 H -6.841 18.398 20.720  C39 1.090
50 H -7.724 18.261 26.357  N40 1.010
51 H -8.621 17.964 25.059  N40 1.010
52 C -2.880 14.385 26.020  C53 1.556, H58 1.090, H59 1.090, H60 1.090
53 C -1.751 15.452 26.092  C52 1.556, C54 1.541, N57 1.450, H61 1.090
54 C -1.059 15.395 27.468  C53 1.541, O55 1.398, H62 1.090, H63 1.090
55 O -1.907 15.670 28.545  C54 1.398, C56 1.463
56 C -2.608 16.953 28.556  O55 1.463, H64 1.090, H65 1.090, H66 1.090
57 N -0.780 15.134 25.063  C53 1.450, H67 1.010, H68 1.010
58 H -3.660 14.595 26.752  C52 1.090
59 H -2.441 13.443 26.350  C52 1.090
60 H -3.375 14.182 25.071  C52 1.090
61 H -2.147 16.422 25.791  C53 1.090
62 H -0.271 16.144 27.389  C54 1.090
63 H -0.598 14.411 27.560  C54 1.090
64 H -3.161 17.183 29.467  C56 1.090
65 H -3.405 17.025 27.815  C56 1.090
66 H -1.948 17.803 28.384  C56 1.090
67 H 0.083 15.574 25.351  N57 1.010
68 H -0.487 14.168 25.052  N57 1.010
69 C -11.870 11.126 26.760  C70 1.538, H75 1.090, H76 1.090, H77 1.090
70 C -10.358 11.001 27.009  C69 1.538, C71 1.545, N74 1.455, H78 1.090
71 C -9.562 11.906 26.044  C70 1.545, O72 1.394, H79 1.090, H80 1.090
72 O -8.210 11.873 26.383  C71 1.394, C73 1.450
73 C -7.315 12.545 25.460  O72 1.450, H81 1.090, H82 1.090, H83 1.090
74 N -10.052 11.293 28.402  C70 1.455, H84 1.010, H85 1.010
75 H -12.259 11.988 27.302  C69 1.090
76 H -12.516 10.314 27.094  C69 1.090
77 H -12.116 11.185 25.700  C69 1.090
78 H -10.076 9.958 26.864  C70 1.090
79 H -9.927 12.933 26.081  C71 1.090
80 H -9.625 11.539 25.020  C71 1.090
81 H -6.258 12.473 25.715  C73 1.090
82 H -7.520 13.612 25.553  C73 1.090
83 H -7.645 12.252 24.463  C73 1.090
84 H -9.108 10.961 28.538  N74 1.010
85 H -10.558 10.611 28.950  N74 1.010
86 C -14.638 16.615 31.502  C87 1.516, H92 1.090, H93 1.090, H94 1.090
87 C -15.255 15.704 32.545  C86 1.516, C88 1.596, N91 1.451, H95 1.090
88 C -15.518 16.292 34.005  C87 1.596, O89 1.428, H96 1.090, H97 1.090
89 O -15.894 15.202 34.847  C88 1.428, C90 1.437
90 C -16.134 15.657 36.189  O89 1.437, H98 1.090, H99 1.090, H100 1.090
91 N -16.495 15.167 32.018  C87 1.451, H101 1.010, H102 1.010
92 H -14.645 16.105 30.539  C86 1.090
93 H -13.731 17.114 31.846  C86 1.090
94 H -15.443 17.347 31.434  C86 1.090
95 H -14.526 14.903 32.672  C87 1.090
96 H -16.294 17.056 33.982  C88 1.090
97 H -14.683 16.762 34.525  C88 1.090
98 H -17.036 16.250 36.342  C90 1.090
99 H -15.274 16.146 36.646  C90 1.090
100 H -16.250 14.771 36.814  C90 1.090
101 H -17.016 15.947 31.642  N91 1.010
102 H -16.959 15.031 32.905  N91 1.010
103 C -5.100 9.834 26.993  C104 1.545, H109 1.090, H110 1.090, H111 1.090
104 C -5.866 9.067 25.891  C103 1.545, C105 1.494, N108 1.455, H112 1.090
105 C -5.257 7.798 25.390  C104 1.494, O106 1.426, H113 1.090, H114 1.090
106 O -4.110 8.039 24.579  C105 1.426, C107 1.456
107 C -3.289 6.841 24.473  O106 1.456, H115 1.090, H116 1.090, H117 1.090
108 N -7.215 8.970 26.428  C104 1.455, H118 1.010, H119 1.010
109 H -4.896 9.205 27.860  C103 1.090
110 H -5.686 10.671 27.372  C103 1.090
111 H -4.160 10.232 26.612  C103 1.090
112 H -5.969 9.748 25.046  C104 1.090
113 H -6.024 7.290 24.805  C105 1.090
114 H -5.144 7.105 26.224  C105 1.090
115 H -3.689 6.024 23.872  C107 1.090
116 H -2.932 6.477 25.436  C107 1.090
117 H -2.359 7.104 23.970  C107 1.090
118 H -7.615 9.894 26.505  N108 1.010
119 H -7.921 8.517 25.866  N108 1.010
120 C -12.681 12.233 30.687  C121 1.482, H126 1.090, H127 1.090, H128 1.090
121 C -13.341 10.931 30.434  C120 1.482, C122 1.528, N125 1.478, H129 1.090
122 C -12.464 9.730 30.784  C121 1.528, O123 1.452, H130 1.090, H131 1.090
123 O -11.309 9.478 29.941  C122 1.452, C124 1.438
124 C -10.625 8.309 30.424  O123 1.438, H132 1.090, H133 1.090, H134 1.090
125 N -14.613 10.793 31.175  C121 1.478, H135 1.010, H136 1.010
126 H -12.181 12.223 31.656  C120 1.090
127 H -13.333 13.107 30.683  C120 1.090
128 H -11.933 12.385 29.909  C120 1.090
129 H -13.466 10.883 29.353  C121 1.090
130 H -13.066 8.823 30.718  C122 1.090
131 H -12.203 9.747 31.842  C122 1.090
132 H -10.371 8.435 31.476  C124 1.090
133 H -9.669 8.166 29.918  C124 1.090
134 H -11.204 7.386 30.429  C124 1.090
135 H -15.244 11.546 30.944  N125 1.010
136 H -15.063 9.909 30.986  N125 1.010
137 C -11.771 11.645 21.962  C138 1.540, H143 1.090, H144 1.090, H145 1.090
138 C -11.642 13.093 21.452  C137 1.540, C139 1.493, N142 1.426, H146 1.090
139 C -10.828 14.023 22.288  C138 1.493, O140 1.443, H147 1.090, H148 1.090
140 O -11.519 14.617 23.407  C139 1.443, C141 1.415
141 C -10.776 15.360 24.354  O140 1.415, H149 1.090, H150 1.090, H151 1.090
142 N -11.104 12.974 20.137  C138 1.426, H152 1.010, H153 1.010
143 H -12.592 11.048 21.564  C137 1.090
144 H -11.943 11.685 23.038  C137 1.090
145 H -10.863 11.051 21.854  C137 1.090
146 H -12.630 13.532 21.312  C138 1.090
147 H -10.466 14.812 21.629  C139 1.090
148 H -9.921 13.497 22.587  C139 1.090
149 H -9.942 14.817 24.799  C141 1.090
150 H -11.528 15.531 25.125  C141 1.090
151 H -10.444 16.303 23.920  C141 1.090
152 H -10.158 12.622 20.175  N142 1.010
153 H -11.621 12.211 19.724  N142 1.010
154 C -11.277 21.118 29.370  C155 1.556, H160 1.090, H161 1.090, H162 1.090
155 C -11.006 20.044 30.464  C154 1.556, C156 1.567, N159 1.463, H163 1.090
156 C -12.284 19.906 31.361  C155 1.567, O157 1.374, H164 1.090, H165 1.090
157 O -12.420 21.019 32.154  C156 1.374, C158 1.430
158 C -13.194 20.728 33.321  O157 1.430, H166 1.090, H167 1.090, H168 1.090
159 N -10.784 18.802 29.723  C155 1.463, H169 1.010, H170 1.010
160 H -10.481 21.246 28.636  C154 1.090
161 H -11.436 22.072 29.872  C154 1.090
162 H -12.194 20.937 28.810  C154 1.090
163 H -10.087 20.247 31.013  C155 1.090
164 H -12.167 19.036 32.008  C156 1.090
165 H -13.123 19.627 30.724  C156 1.090
166 H -12.560 20.128 33.974  C158 1.090
167 H -14.074 20.113 33.136  C158 1.090
168 H -13.565 21.689 33.680  C158 1.090
169 H -11.381 18.946 28.921  N159 1.010
170 H -11.228 18.134 30.337  N159 1.010
171 C -8.002 15.013 28.339  C172 1.548, O174 1.385, H175 1.090, H176 1.090
172 C -9.459 15.401 27.987  C171 1.548, O173 1.424, H177 1.090, H178 1.090
173 O -10.433 14.539 28.566  C172 1.424, H179 0.960
174 O -7.126 15.915 27.757  C171 1.385, H180 0.960
175 H -7.879 13.965 28.066  C171 1.090
176 H -7.868 14.930 29.417  C171 1.090
177 H -9.672 15.389 26.918  C172 1.090
178 H -9.578 16.472 28.151  C172 1.090
179 H -10.205 13.607 28.529  O173 0.960
180 H -7.563 16.393 27.047  O174 0.960
181 C -7.021 18.614 29.935  C182 1.545, O184 1.401, H185 1.090, H186 1.090
182 C -7.258 19.464 28.666  C181 1.545, O183 1.467, H187 1.090, H188 1.090
183 O -8.444 18.918 27.997  C182 1.467, H189 0.960
184 O -8.090 18.766 30.827  C181 1.401, H190 0.960
185 H -6.069 18.933 30.359  C181 1.090
186 H -6.770 17.609 29.596  C181 1.090
187 H -6.386 19.284 28.036  C182 1.090
188 H -7.305 20.528 28.895  C182 1.090
189 H -9.221 19.121 28.524  O183 0.960
190 H -8.868 18.519 30.321  O184 0.960
191 C -11.470 18.964 25.572  C192 1.527, O194 1.461, H195 1.090, H196 1.090
192 C -10.395 20.011 25.291  C191 1.527, O193 1.447, H197 1.090, H198 1.090
193 O -9.498 19.567 24.247  C192 1.447, H199 0.960
194 O -12.338 19.354 26.681  C191 1.461, H200 0.960
195 H -10.893 18.104 25.914  C191 1.090
196 H -12.159 18.646 24.789  C191 1.090
197 H -9.916 20.099 26.267  C192 1.090
198 H -10.886 20.967 25.107  C192 1.090
199 H -9.015 20.374 24.057  O193 0.960
200 H -13.222 19.157 26.364  O194 0.960
201 C -10.228 16.780 32.969  C202 1.569, O204 1.430, H205 1.090, H206 1.090
202 C -10.076 15.707 31.834  C201 1.569, O203 1.447, H207 1.090, H208 1.090
203 O -11.075 16.059 30.849  C202 1.447, H209 0.960
204 O -9.339 16.590 34.074  C201 1.430, H210 0.960
205 H -11.236 16.696 33.375  C201 1.090
206 H -10.143 17.791 32.572  C201 1.090
207 H -10.377 14.764 32.291  C202 1.090
208 H -9.074 15.524 31.446  C202 1.090
209 H -11.043 15.520 30.055  O203 0.960
210 H -9.869 16.149 34.742  O204 0.960
211 C -7.717 23.541 27.691  O212 1.390, H220 1.090, H221 1.090, H222 1.090
212 O -7.783 23.202 26.345  C211 1.390, C213 1.432
213 C -7.178 21.923 26.118  O212 1.432, C214 1.604, H223 1.090, H224 1.090
214 C -6.941 21.762 24.540  C213 1.604, N215 1.438, H225 1.090, H226 1.090
215 N -8.174 21.915 23.815  C214 1.438, C216 1.399, H227 1.010
216 C -8.021 22.124 22.440  N215 1.399, C217 1.544, H228 1.090, H229 1.090
217 C -9.334 22.190 21.629  C216 1.544, O218 1.455, H230 1.090, H231 1.090
218 O -9.145 22.379 20.199  C217 1.455, C219 1.407
219 C -8.594 23.627 19.855  O218 1.407, H232 1.090, H233 1.090, H234 1.090
220 H -8.195 22.845 28.380  C211 1.090
221 H -8.241 24.491 27.795  C211 1.090
222 H -6.723 23.862 28.005  C211 1.090
223 H -7.973 21.204 26.317  C213 1.090
224 H -6.274 21.671 26.672  C213 1.090
225 H -6.441 20.823 24.302  C214 1.090
226 H -6.341 22.610 24.213  C214 1.090
227 H -8.447 22.785 24.249  N215 1.010
228 H -7.381 21.417 21.912  C216 1.090
229 H -7.553 23.101 22.323  C216 1.090
230 H -10.052 22.930 21.984  C217 1.090
231 H -9.832 21.220 21.612  C217 1.090
232 H -8.615 23.838 18.786  C219 1.090
233 H -7.582 23.772 20.233  C219 1.090
234 H -9.169 24.462 20.255  C219 1.090
235 C -7.781 7.487 38.414  O236 1.415, H244 1.090, H245 1.090, H246 1.090
236 O -7.648 7.980 37.095  C235 1.415, C237 1.476
237 C -7.987 9.385 36.796  O236 1.476, C238 1.514, H247 1.090, H248 1.090
238 C -8.062 9.444 35.285  C237 1.514, N239 1.444, H249 1.090, H250 1.090
239 N -8.828 10.602 34.888  C238 1.444, C240 1.492, H251 1.010
240 C -9.412 10.484 33.520  N239 1.492, C241 1.526, H252 1.090, H253 1.090
241 C -9.670 11.913 33.050  C240 1.526, O242 1.428, H254 1.090, H255 1.090
242 O -8.478 12.678 32.873  C241 1.428, C243 1.407
243 C -7.558 12.235 31.905  O242 1.407, H256 1.090, H257 1.090, H258 1.090
244 H -8.723 7.840 38.835  C235 1.090
245 H -6.917 7.702 39.043  C235 1.090
246 H -7.929 6.408 38.358  C235 1.090
247 H -7.246 10.078 37.196  C237 1.090
248 H -8.919 9.608 37.316  C237 1.090
249 H -8.483 8.570 34.787  C238 1.090
250 H -7.071 9.525 34.839  C238 1.090
251 H -8.229 11.406 34.771  N239 1.010
252 H -10.357 9.952 33.414  C240 1.090
253 H -8.791 9.990 32.773  C240 1.090
254 H -10.300 12.460 33.752  C241 1.090
255 H -10.183 11.817 32.093  C241 1.090
256 H -6.958 11.337 32.055  C243 1.090
257 H -6.835 13.041 31.776  C243 1.090
258 H -8.054 12.011 30.960  C243 1.090

The calculation puts the total energy at -127791.887 eV. The calculation puts the gap between HOMO and LUMO at 8.6849 eV. As for the molar mass: 1406.0 Da. The relative energy (zero: lowest compared OMol25 entry of this formula, charge and spin) is 49.5 kcal/mol.

Results of the Mulliken charge analysis, in e, for atoms 1 through 2: -1.042, 0.694